{
  "formula": "C3H11N3",
  "method": "ωB97M-V/def2-TZVPD",
  "elements": ["C", "C", "C", "N", "N", "N", "H", "H", "H", "H", "H", "H", "H", "H", "H", "H", "H"],
  "xyz": [[2.8049, -0.1353, -0.0443], [0.4125, -0.4920, -0.7263], [-1.5058, 1.1550, -0.1624], [1.5819, -0.1898, 0.1131], [-1.6256, -1.1858, -0.0656], [-0.8521, -0.1336, -0.0259], [3.2758, -0.4202, -1.0887], [3.5207, -0.0312, 0.6948], [0.4119, 0.1693, -1.6259], [0.3146, -1.4766, -1.1428], [-2.2138, 1.2388, 0.6600], [-0.6905, 1.8374, -0.2087], [-2.1470, 1.2442, -1.0722], [0.5419, 0.4429, 2.6580], [-1.3241, -2.2158, -0.1160], [-2.5518, -1.0527, 0.2506], [0.3108, 0.2013, 1.8904]],
  "forces_ev_per_angstrom": [[-0.5034, -1.4771, -3.1881], [-0.7386, 2.7036, -0.2850], [-1.0083, -0.0497, -0.5337], [-0.1693, -0.3656, -0.9938], [-0.3091, -2.5314, 0.3338], [1.0491, -2.3507, -1.5311], [-0.8796, 0.7281, 1.3609], [1.3347, 0.5877, 2.0250], [0.5978, -0.0842, 0.6045], [0.6570, -0.8006, 0.5404], [0.4229, 0.5153, 0.3859], [0.1099, 1.1171, 0.3839], [0.7676, -0.3870, 0.2358], [-0.5732, -0.6421, -2.0483], [-0.0538, 2.1981, 0.2117], [-1.4029, 0.1843, 0.3341], [0.6989, 0.6542, 2.1638]],
  "total_energy_ha": -284.2585,
  "charge": 2,
  "relative_energy_ev": 5.964,
  "lumo_energy_ev": [-12.98, -10.55]
}